Molecular formula: C17H18O4
Method: DFT, the ωB97M-V functional and the def2-TZVPD basis

Element x y z (Å)
1 O 3.327 -1.933 -2.193
2 O -2.708 -0.958 3.082
3 O -1.149 -0.067 4.393
4 O 4.366 2.879 -1.380
5 C -2.789 -1.077 1.651
6 C -0.125 0.512 -1.465
7 C 3.956 1.788 -1.063
8 C -1.412 -1.305 1.033
9 C 0.183 1.862 -1.255
10 C 1.490 2.305 -1.141
11 C 4.576 -0.557 -0.721
12 C 0.925 -0.393 -1.578
13 C -2.393 1.464 3.048
14 C -1.578 0.116 -1.579
15 C 2.239 0.039 -1.440
16 C -1.994 0.101 3.562
17 C -1.449 -2.131 -0.252
18 C -1.909 -1.373 -1.514
19 C 4.852 0.730 -0.512
20 C 2.529 1.384 -1.219
21 C 3.371 -0.932 -1.519
22 H 5.724 1.036 0.052
23 H -0.487 -2.621 -0.401
24 H -1.927 0.494 -2.546
25 H -0.919 -0.341 0.884
26 H -1.514 -1.862 -2.407
27 H -1.873 2.213 3.639
28 H -0.813 -1.835 1.779
29 H 5.205 -1.354 -0.344
30 H -3.439 -1.930 1.472
31 H -2.072 1.578 2.011
32 H -2.150 0.670 -0.829
33 H 1.713 3.353 -0.984
34 H 0.745 -1.440 -1.777
35 H -3.252 -0.170 1.252
36 H -2.159 -2.949 -0.090
37 H -0.623 2.582 -1.168
38 H -2.996 -1.465 -1.587
39 H -3.473 1.590 3.105

SMILES = CC(=O)OCCCCCc1ccc2c(c1)C(=O)C=CC2=O
strongest force on any atom = 0.006 Eh/bohr
charge = 0
electronic energy = -26110.600 eV
energy relative to the best compared isomer or geometry (same formula, charge and spin) = 24.4 kJ/mol

***

Molecular formula: C17H10Cl3NO10Pb
Method: DFT, the ωB97M-V functional and the def2-TZVPD basis

Element x y z (Å)
1 Pb -1.023 0.759 1.395
2 Cl 2.435 -1.956 3.907
3 Cl 2.680 -5.735 0.076
4 Cl -0.795 -1.638 -0.386
5 O -3.076 0.027 1.858
6 O 1.031 2.264 -1.964
7 O -0.248 1.944 -1.402
8 O -5.255 -0.167 1.396
9 O 4.205 -0.151 0.999
10 O 1.536 2.225 1.331
11 O 3.024 2.954 -1.446
12 O -0.782 1.842 -3.603
13 O 2.286 0.054 -0.145
14 O 0.333 -0.803 2.220
15 N -2.644 0.873 -0.737
16 C 3.055 0.449 0.690
17 C 1.908 2.787 -1.053
18 C -2.418 1.145 -2.024
19 C -1.095 1.701 -2.466
20 C 1.974 -4.278 0.706
21 C 0.978 -3.635 -0.007
22 C 2.416 -3.769 1.916
23 C -4.104 0.051 1.083
24 C -4.839 0.151 -1.322
25 C -3.357 0.933 -3.018
26 C -4.596 0.423 -2.653
27 C 1.852 -2.610 2.413
28 C 2.814 1.665 1.560
29 C 1.445 3.223 0.332
30 C -3.830 0.380 -0.391
31 C 0.436 -2.481 0.522
32 C 0.828 -1.910 1.744
33 H -3.106 1.167 -4.041
34 H 3.618 2.390 1.400
35 H -5.781 -0.236 -0.963
36 H 0.408 3.550 0.313
37 H -5.356 0.247 -3.402
38 H 2.090 4.067 0.590
39 H 2.842 1.340 2.601
40 H 0.636 -4.021 -0.956
41 H 4.279 -0.954 0.456
42 H 3.197 -4.269 2.471

strongest force on any atom = 0.010 Eh/bohr
charge = 0
electronic energy = -82570.636 eV
energy relative to the best compared isomer or geometry (same formula, charge and spin) = 3.0 kJ/mol

***

Molecular formula: C14H26AlSe5Si2Te
Method: DFT, the ωB97M-V functional and the def2-TZVPD basis

Element x y z (Å)
1 Te 5.206 -1.505 2.520
2 Se 0.144 -1.385 3.109
3 Se 4.634 -3.339 0.856
4 Se 2.321 -3.388 1.042
5 Se -2.032 0.174 1.283
6 Se 3.529 0.125 1.538
7 Si -0.100 -1.850 -1.162
8 Si 1.112 1.330 -0.424
9 Al 1.570 -0.991 0.481
10 C -1.493 0.539 -4.292
11 C -3.718 1.113 0.989
12 C -1.857 -2.592 -0.917
13 C 0.039 0.963 -1.973
14 C 0.742 -3.096 -2.348
15 C -1.012 1.810 -3.999
16 C 0.188 2.797 0.405
17 C -0.343 0.463 3.600
18 C -0.442 -0.325 -2.273
19 C -1.206 -0.508 -3.431
20 C 1.764 -1.428 4.187
21 C -0.260 2.008 -2.853
22 C 2.665 2.167 -1.172
23 C -1.717 0.864 3.093
24 H -2.168 -3.195 -1.774
25 H -3.966 0.997 -0.064
26 H 0.433 1.096 3.170
27 H 1.706 -2.698 -2.677
28 H 2.274 -2.358 3.950
29 H -1.799 1.951 3.048
30 H 0.941 -4.035 -1.827
31 H -1.905 -3.226 -0.028
32 H 3.208 1.443 -1.784
33 H 1.501 -1.393 5.242
34 H 0.147 -3.318 -3.239
35 H 0.111 3.007 -2.642
36 H 2.436 3.035 -1.798
37 H -4.503 0.681 1.605
38 H -0.299 0.524 4.687
39 H -1.582 -1.501 -3.666
40 H 3.338 2.485 -0.374
41 H -0.844 2.519 0.627
42 H -2.513 0.476 3.728
43 H -2.082 0.367 -5.186
44 H -3.589 2.170 1.214
45 H 0.166 3.670 -0.254
46 H -2.587 -1.790 -0.789
47 H 0.672 3.098 1.340
48 H -1.226 2.638 -4.666
49 H 2.395 -0.589 3.901

strongest force on any atom = 0.016 Eh/bohr
charge = -1
electronic energy = -371322.030 eV
energy relative to the best compared isomer or geometry (same formula, charge and spin) = 22.5 kJ/mol